The following is a DFT calculation (ωB97M-V with the def2-TZVPD basis set) of C33H46Cl2MoNO2P3 as an isolated structure.

Output
- highest occupied orbital energy (spin up / spin down) (eV) = -12.17 / -12.17

Geometry as ORCA input:
```
! wB97M-V def2-TZVPD RIJCOSX def2/J DEFGRID3
* xyz 2 3
P 1.14715 1.01152 -2.35485
C 2.84142 1.13808 -3.11571
C 3.23021 0.52917 -4.33103
H 2.62862 -0.24623 -4.80333
C 4.44500 0.85641 -4.95178
H 4.73880 0.37213 -5.88778
C 5.31867 1.79100 -4.39165
H 6.25076 2.07246 -4.90064
C 4.95472 2.35762 -3.17385
H 5.65032 3.03398 -2.70389
C 3.73848 2.05822 -2.56848
H 3.48795 2.52083 -1.62665
C 0.44957 -0.29269 -3.43189
C 0.81742 -1.60584 -3.13026
H 1.40015 -1.79819 -2.23884
C 0.44031 -2.66194 -3.95104
H 0.68783 -3.67279 -3.66346
C -0.24457 -2.44464 -5.13387
H -0.48955 -3.27416 -5.80680
C -0.61460 -1.13259 -5.45231
H -1.17483 -0.95532 -6.36807
C -0.27889 -0.06104 -4.60877
H -0.62036 0.93687 -4.89972
C 0.43607 2.50220 -3.15302
C 0.96241 3.19156 -4.26360
H 1.97605 3.02474 -4.62832
C 0.21145 4.15983 -4.93639
H 0.62343 4.68068 -5.79616
C -1.08220 4.49660 -4.54243
H -1.69020 5.21449 -5.10774
C -1.55515 3.86779 -3.40233
H -2.52469 4.15295 -3.04543
C -0.82766 2.89544 -2.72418
H -1.22960 2.45082 -1.82777
Mo 0.50454 -0.88973 2.27804
C -1.50312 -1.45028 2.05219
C -2.12228 -1.62360 0.85616
H -2.11667 -1.71399 2.93614
C -1.27786 -1.18052 -0.37843
O -2.09464 -0.18735 -1.10575
H -1.55681 0.13546 -1.85541
C 0.10292 -0.54430 0.09788
H -1.05708 -2.03692 -1.01817
C 0.82293 0.40379 -0.49738
Cl -0.06772 -0.96780 4.59514
Cl 2.60729 0.19577 2.54152
P 1.54586 -2.95659 2.31866
C 2.32117 -3.17217 3.93722
H 1.55620 -3.20942 4.71224
H 3.00159 -2.34344 4.14251
H 2.88221 -4.11999 3.91089
C 0.48925 -4.37874 2.08327
H -0.03596 -4.30810 1.13009
H -0.24160 -4.42823 2.89063
H 1.12376 -5.27948 2.09478
C 2.93727 -3.13995 1.16233
H 3.64763 -2.30947 1.31906
H 2.56026 -3.12498 0.12864
H 3.41248 -4.11658 1.38934
P -3.82795 -2.24079 0.70004
C -4.18733 -3.05614 2.27203
C -3.85386 -3.44341 -0.64212
H -4.23675 -2.29609 3.06495
H -3.41069 -3.80374 2.48826
H -5.16360 -3.53648 2.14301
H -3.40716 -2.99047 -1.53971
H -4.91207 -3.68718 -0.80702
H -3.29494 -4.33978 -0.32960
C -4.89292 -0.82810 0.41961
H -5.15195 -0.39353 1.39287
H -5.79097 -1.20492 -0.08327
H -4.35716 -0.10931 -0.21249
H 1.87677 0.59798 -0.28691
C -0.64975 3.39885 7.12037
N -0.08084 2.88002 5.89825
C 1.01005 1.94123 6.00565
C -0.57428 3.22135 4.64376
C -1.79584 4.06142 4.69997
O 0.00464 2.83800 3.64814
H -0.08191 3.02602 7.98746
H -1.70866 3.10057 7.24257
H -0.62272 4.51176 7.14238
H 0.65652 0.91246 5.78930
H 1.80012 2.17498 5.27603
H 1.40000 1.97224 7.03679
H -2.07269 4.33618 3.69850
H -2.60920 3.53537 5.18577
H -1.61090 4.99819 5.24580
*
```

Atomic charges from the Mulliken analysis, expressed in e, are listed below:
1. P 1.27
2. C 0.19
3. C 0.17
4. H 0.25
5. C -0.74
6. H 0.41
7. C -0.52
8. H 0.41
9. C -0.77
10. H 0.43
11. C -0.29
12. H 0.44
13. C 0.50
14. C -1.00
15. H 0.64
16. C -0.66
17. H 0.49
18. C -0.71
19. H 0.44
20. C -0.69
21. H 0.44
22. C -0.18
23. H 0.32
24. C 0.09
25. C -0.26
26. H 0.23
27. C -0.68
28. H 0.43
29. C -0.65
30. H 0.42
31. C -0.73
32. H 0.44
33. C -0.23
34. H 0.58
35. Mo -1.29
36. C -0.40
37. C -0.18
38. H 0.71
39. C 0.78
40. O -0.60
41. H 0.06
42. C 1.15
43. H 0.27
44. C -0.82
45. Cl -0.51
46. Cl -0.42
47. P 1.67
48. C -1.29
49. H 0.37
50. H 0.36
51. H 0.44
52. C -1.32
53. H 0.29
54. H 0.31
55. H 0.46
56. C -1.15
57. H 0.34
58. H 0.26
59. H 0.45
60. P 1.50
61. C -1.30
62. C -1.25
63. H 0.46
64. H 0.37
65. H 0.43
66. H 0.33
67. H 0.46
68. H 0.40
69. C -1.23
70. H 0.41
71. H 0.44
72. H 0.32
73. H 0.25
74. C -0.88
75. N 0.19
76. C -0.48
77. C 0.75
78. C -1.32
79. O -0.69
80. H 0.28
81. H 0.31
82. H 0.30
83. H -0.04
84. H 0.26
85. H 0.30
86. H 0.33
87. H 0.34
88. H 0.35

***

The following is a DFT calculation (ωB97M-V with the def2-TZVPD basis set) of C33H46CoNP3 as an isolated structure.

Output
- highest occupied orbital energy (spin up / spin down) (eV) = -2.64 / -7.45

Geometry as ORCA input:
```
! wB97M-V def2-TZVPD RIJCOSX def2/J DEFGRID3
* xyz 0 4
P 0.27429 -2.08038 -1.04448
P 0.02875 0.91630 -0.93974
C -0.06311 -1.24475 -2.66564
C 0.46823 0.17436 -2.60515
H -1.15427 -1.26456 -2.81166
H 0.41468 -1.83184 -3.46286
H 1.56521 0.20702 -2.68477
H 0.04635 0.80625 -3.39851
C -1.61143 1.62421 -1.30103
H -1.90431 2.28538 -0.47418
H -2.36126 0.82662 -1.39316
H -1.57086 2.20073 -2.23985
C 1.11467 2.36143 -0.86350
H 1.04592 2.94348 -1.79827
H 2.15403 2.03989 -0.70616
H 0.80718 2.99223 -0.01785
C -0.78913 -3.54718 -1.16006
H -0.52791 -4.24684 -0.35457
H -0.65039 -4.04047 -2.13448
H -1.84296 -3.25330 -1.06877
C 1.93731 -2.77198 -1.33898
H 2.69582 -1.97924 -1.32187
H 1.94946 -3.27817 -2.31761
H 2.17391 -3.49695 -0.54897
Co 0.03697 -0.61028 0.60686
C 0.65614 1.10202 -6.63252
C -0.64885 1.16518 -6.36202
C -1.74052 0.35064 -7.00062
C -1.30681 -0.97434 -7.67714
C -0.61949 -1.95903 -6.76473
C 0.67498 -2.04270 -6.44945
C 1.78861 -1.18643 -6.98692
C 1.37862 0.18284 -7.58569
C 0.24222 -2.22105 1.69379
H 1.33074 1.80903 -6.13078
H -1.00647 1.93674 -5.66790
H -2.24266 0.97026 -7.76390
H -2.50531 0.11249 -6.24453
H -2.23650 -1.46447 -8.00427
H -0.73474 -0.75866 -8.58647
H -1.31153 -2.69826 -6.33967
H 1.00623 -2.86416 -5.80148
H 2.31999 -1.75254 -7.77172
H 2.52472 -1.00270 -6.18812
H 2.31922 0.69318 -7.84351
H 0.84025 0.03076 -8.52789
H 0.91488 -1.99104 2.54418
H 0.46059 -3.23238 1.32543
H -0.80271 -2.21473 2.07992
N -0.19123 0.00849 2.19496
P -0.18267 0.49136 3.74534
C 1.34038 1.46371 4.06446
C 2.46962 1.17248 3.28116
C 3.69150 1.79716 3.55635
C 3.79391 2.70745 4.60851
C 2.66810 3.02343 5.37219
C 1.43116 2.43484 5.08564
C -1.67057 1.50915 3.97939
C -2.21555 1.76138 5.25911
C -3.42040 2.45839 5.37924
C -4.08749 2.90045 4.23650
C -3.54928 2.67124 2.96850
C -2.33619 1.98489 2.83062
C -0.18905 -0.65250 5.15598
C -0.42672 -2.04281 5.01353
C -0.38106 -2.87100 6.14281
C -0.14739 -2.33119 7.40805
C 0.07245 -0.95987 7.57038
C 0.08336 -0.12666 6.44576
H 2.38720 0.45010 2.46131
H 4.56415 1.54978 2.95725
H 4.75089 3.17307 4.83299
H 2.74657 3.72202 6.20380
H 0.55090 2.72173 5.67283
H -1.72017 1.40602 6.16537
H -3.82918 2.63951 6.37280
H -5.03097 3.42534 4.33573
H -4.06757 3.02530 2.07812
H -1.90835 1.80416 1.83545
H -0.63647 -2.49556 4.04321
H -0.53862 -3.95080 6.02706
H -0.12831 -2.98979 8.28031
H 0.25111 -0.53767 8.56086
H 0.31713 0.93377 6.60571
*
```

Atomic charges from the Mulliken analysis, expressed in e, are listed below:
1. P 1.40
2. P 0.92
3. C -0.63
4. C -0.75
5. H 0.35
6. H 0.09
7. H 0.36
8. H 0.18
9. C -1.50
10. H 0.40
11. H 0.42
12. H 0.43
13. C -1.39
14. H 0.40
15. H 0.39
16. H 0.42
17. C -1.33
18. H 0.44
19. H 0.40
20. H 0.35
21. C -1.39
22. H 0.36
23. H 0.40
24. H 0.40
25. Co -0.18
26. C -0.16
27. C -0.48
28. C -0.53
29. C -0.97
30. C -0.21
31. C -0.50
32. C -0.52
33. C -0.98
34. C -1.22
35. H 0.34
36. H 0.44
37. H 0.34
38. H 0.30
39. H 0.39
40. H 0.36
41. H 0.33
42. H 0.50
43. H 0.34
44. H 0.29
45. H 0.39
46. H 0.35
47. H 0.52
48. H 0.35
49. H 0.20
50. N -0.32
51. P 0.58
52. C 0.69
53. C -0.37
54. C -0.59
55. C -0.51
56. C -0.74
57. C -0.18
58. C 0.64
59. C -0.34
60. C -0.79
61. C -0.48
62. C -0.45
63. C -0.38
64. C 1.16
65. C -0.31
66. C -0.64
67. C -0.59
68. C -0.92
69. C -0.80
70. H 0.22
71. H 0.38
72. H 0.36
73. H 0.38
74. H 0.32
75. H 0.23
76. H 0.40
77. H 0.37
78. H 0.38
79. H 0.03
80. H 0.22
81. H 0.38
82. H 0.32
83. H 0.37
84. H 0.17

***

The following is a DFT calculation (ωB97M-V with the def2-TZVPD basis set) of C33H46CrNP3 as an isolated structure.

Output
- highest occupied orbital energy (spin up / spin down) (eV) = -6.27 / -6.28

Geometry as ORCA input:
```
! wB97M-V def2-TZVPD RIJCOSX def2/J DEFGRID3
* xyz 0 5
P 2.26683 1.44379 -2.93504
P 3.89421 -1.79919 -1.78609
C 3.85264 0.56079 -3.19467
C 3.57868 -0.91617 -3.41499
H 4.38401 0.75686 -2.25551
H 4.44121 1.03691 -3.98655
H 2.53308 -1.15605 -3.67835
H 4.25900 -1.34428 -4.17249
C 5.47568 -1.03269 -1.22900
H 6.03744 -1.71286 -0.57913
H 5.32862 -0.11935 -0.64695
H 6.12502 -0.82086 -2.09181
C 4.91162 -3.08538 -2.71570
H 5.79953 -2.57844 -3.14837
H 4.30490 -3.52327 -3.52839
H 5.24030 -3.87486 -2.02061
C 2.69748 3.21766 -2.82111
H 2.52287 3.73182 -1.87101
H 2.08864 3.69788 -3.58428
H 3.75369 3.30313 -3.07693
C 1.48685 1.18101 -4.54227
H 1.31808 0.13130 -4.75271
H 2.22121 1.54752 -5.26538
H 0.54967 1.72960 -4.52827
Cr 1.53636 1.30090 -0.92495
C 4.36471 -3.66825 0.56196
C 3.87053 -2.63442 1.28698
C 2.89491 -1.51950 0.98830
C 1.67804 -1.94310 0.13605
C 1.66415 -3.40520 -0.20839
C 2.39542 -3.72786 -1.33061
C 3.09328 -5.07476 -1.18609
C 3.66001 -4.99551 0.25991
C -0.06737 2.45532 -1.72499
H 5.46097 -3.70582 0.38657
H 4.39702 -2.35149 2.20939
H 3.42594 -0.63879 0.53755
H 2.51496 -1.14111 1.95458
H 0.76453 -1.57814 0.60876
H 1.66648 -1.31941 -0.79961
H 0.87804 -4.06063 0.18253
H 1.94536 -3.51531 -2.31612
H 3.85529 -5.29100 -1.95406
H 2.31933 -5.88798 -1.20863
H 2.76593 -5.10622 0.91644
H 4.30796 -5.86181 0.45653
H -0.68471 1.60125 -2.06951
H 0.04633 3.16504 -2.55714
H -0.55352 2.95073 -0.86430
N 0.15079 0.72511 0.18472
P -1.22080 0.71221 1.04494
C -1.75571 2.23912 1.84813
C -2.92100 2.93577 1.44665
C -3.20710 4.19281 1.98956
C -2.33468 4.74987 2.93545
C -1.24793 4.01808 3.43128
C -0.95558 2.76536 2.88620
C -2.71304 0.10451 0.21617
C -2.64504 -0.53843 -1.02989
C -3.74212 -1.28357 -1.47594
C -4.89607 -1.38548 -0.69030
C -4.97940 -0.71771 0.53819
C -3.89551 0.03285 0.98711
C -1.14809 -0.55523 2.35406
C -1.21466 -0.29374 3.73597
C -0.87170 -1.29283 4.65279
C -0.50438 -2.55636 4.18878
C -0.59381 -2.87336 2.82916
C -1.01230 -1.89322 1.92639
H -3.62289 2.50957 0.72419
H -4.08544 4.75542 1.65300
H -2.46641 5.78248 3.24587
H -0.60324 4.43429 4.21297
H -0.09576 2.20403 3.25099
H -1.72917 -0.46155 -1.62307
H -3.69140 -1.81183 -2.43177
H -5.73637 -1.97867 -1.04307
H -5.88428 -0.78732 1.14953
H -3.97170 0.54153 1.95355
H -1.51918 0.67815 4.12511
H -0.82221 -1.05431 5.72100
H -0.09737 -3.29481 4.87380
H -0.32038 -3.86917 2.46308
H -1.15069 -2.15669 0.86812
*
```

Atomic charges from the Mulliken analysis, expressed in e, are listed below:
1. P 1.47
2. P 1.31
3. C -0.72
4. C -0.99
5. H 0.17
6. H 0.64
7. H 0.17
8. H 0.53
9. C -2.00
10. H 0.48
11. H 0.37
12. H 0.46
13. C -2.04
14. H 0.56
15. H 0.39
16. H 0.36
17. C -1.48
18. H 0.32
19. H 0.46
20. H 0.47
21. C -1.56
22. H 0.41
23. H 0.44
24. H 0.48
25. Cr 0.04
26. C -0.36
27. C -0.62
28. C -0.58
29. C 1.96
30. C -1.34
31. C -0.26
32. C -1.19
33. C -0.53
34. C -1.26
35. H 0.51
36. H 0.36
37. H -0.04
38. H 0.56
39. H -0.80
40. H -0.56
41. H 0.41
42. H 0.79
43. H 0.45
44. H 0.34
45. H 0.32
46. H 0.47
47. H 0.26
48. H 0.46
49. H 0.14
50. N -0.06
51. P 0.49
52. C 0.52
53. C -0.36
54. C -0.72
55. C -0.47
56. C -0.86
57. C -0.63
58. C 0.46
59. C -0.20
60. C -0.64
61. C -0.55
62. C -0.88
63. C -0.38
64. C 0.62
65. C -0.48
66. C -0.63
67. C -0.66
68. C -0.41
69. C -0.37
70. H 0.41
71. H 0.38
72. H 0.38
73. H 0.37
74. H 0.60
75. H 0.12
76. H 0.40
77. H 0.38
78. H 0.38
79. H 0.45
80. H 0.49
81. H 0.41
82. H 0.37
83. H 0.33
84. H 0.52

***

| no. | electronic energy (eV) |
| --- | --- |
| 1 | -95304.97499 |
| 2 | -101945.22368 |
| 3 | -92734.65638 |